<1>
Formula: C4H7ClN2O
Source: the OMol25 dataset
Level of theory: ωB97M-V/def2-TZVPD

gap between HOMO and LUMO: 0.346 Ha
E_LUMO: 0.42 eV
charge: 0
E_HOMO: -9.002 eV

CARTESIAN COORDINATES (ANGSTROEM)
H1 -1.877 -0.679 -1.728
N1 -1.881 -0.968 -0.734
C1 -0.682 -0.813 -0.199
N2 -0.402 -1.153 1.100
O1 -1.361 -1.844 1.762
C2 0.539 -0.148 -0.917
C3 0.509 -0.241 -2.265
C4 1.534 0.636 -0.089
Cl1 0.801 2.167 0.535
H2 0.503 -1.512 1.303
H3 -2.113 -1.933 1.131
H4 -0.192 -0.895 -2.778
H5 1.320 0.174 -2.860
H6 2.364 0.951 -0.766
H7 1.854 0.050 0.760

Mulliken atomic charge list, values in e, 6 entries: 0.225 -0.833 0.672 -0.126 -0.463 0.469

<2>
Formula: C4H7ClN2O
Source: the OMol25 dataset
Level of theory: ωB97M-V/def2-TZVPD

gap between HOMO and LUMO: 0.353 Ha
E_LUMO: 0.50 eV
charge: 0
E_HOMO: -9.115 eV

CARTESIAN COORDINATES (ANGSTROEM)
H1 1.323 0.972 -1.725
N1 1.647 0.172 -1.143
C1 0.763 -0.127 -0.335
N2 0.975 -1.308 0.440
O1 2.201 -1.823 0.063
C2 -0.558 0.527 0.029
C3 -0.625 1.842 -0.042
C4 -1.696 -0.318 0.518
Cl1 -2.246 -1.522 -0.676
H2 1.000 -1.131 1.433
H3 2.446 -1.406 -0.713
H4 0.301 2.393 -0.219
H5 -1.520 2.337 0.202
H6 -2.552 0.279 0.804
H7 -1.459 -0.887 1.362

Mulliken atomic charge list, values in e, 6 entries: 0.272 -0.748 0.618 -0.221 -0.453 0.489

Bottom line: <1>, by a margin of 2.0 kcal/mol.

<1>
Formula: C3H3ClO2
Source: the OMol25 dataset
Level of theory: ωB97M-V/def2-TZVPD

gap between HOMO and LUMO: 0.366 Ha
E_LUMO: 0.74 eV
charge: 0
E_HOMO: -9.205 eV

CARTESIAN COORDINATES (ANGSTROEM)
C1 -2.052 0.514 0.068
C2 -1.197 0.645 -0.853
O1 -0.330 0.934 -1.599
H1 -2.661 -0.323 -0.048
H2 -2.090 1.258 0.900
O2 0.842 -0.727 0.110
C3 1.944 -0.760 0.492
Cl1 3.336 -0.587 -0.603
H3 2.208 -0.955 1.534

Mulliken atomic charge list, values in e, 6 entries: -0.868 0.754 -0.396 0.268 0.243 -0.268

<2>
Formula: C3H3ClO2
Source: the OMol25 dataset
Level of theory: ωB97M-V/def2-TZVPD

gap between HOMO and LUMO: 0.359 Ha
E_LUMO: 0.68 eV
charge: 0
E_HOMO: -9.089 eV

CARTESIAN COORDINATES (ANGSTROEM)
C1 -0.124 0.682 -0.584
C2 -0.186 0.589 0.850
C3 1.506 -0.457 0.021
O1 0.129 1.787 0.218
O2 0.962 -0.150 1.236
Cl1 3.148 0.084 -0.186
H1 -0.919 0.721 -1.320
H2 -0.972 0.619 1.597
H3 1.363 -1.355 -0.390

Mulliken atomic charge list, values in e, 6 entries: -0.380 0.247 -0.115 -0.358 -0.337 -0.153

Bottom line: <1>, by a margin of 61.0 kcal/mol.

<1>
Formula: C5H13ISi
Source: the OMol25 dataset
Level of theory: ωB97M-V/def2-TZVPD

gap between HOMO and LUMO: 0.273 Ha
E_LUMO: 0.28 eV
charge: 0
E_HOMO: -7.156 eV

CARTESIAN COORDINATES (ANGSTROEM)
C1 -2.263 0.698 1.610
C2 1.285 0.621 -2.011
C3 0.583 -2.099 -0.702
C4 1.678 0.022 1.304
C5 -1.760 1.229 0.165
Si1 0.777 -0.186 -0.401
I1 -2.822 0.626 -1.650
H1 -2.643 -0.279 1.453
H2 -3.039 1.388 1.899
H3 -1.418 0.799 2.293
H4 0.645 1.519 -1.993
H5 2.369 0.982 -2.002
H6 1.074 -0.010 -2.980
H7 -0.494 -2.427 -1.062
H8 1.381 -2.649 -1.281
H9 0.716 -2.435 0.351
H10 1.006 -0.578 1.957
H11 2.725 -0.285 1.364
H12 1.483 0.949 1.767
H13 -1.283 2.116 -0.081

Mulliken atomic charge list, values in e, 6 entries: -0.890 -0.930 -0.922 -1.085 -0.791 0.451

<2>
Formula: C5H13ISi
Source: the OMol25 dataset
Level of theory: ωB97M-V/def2-TZVPD

gap between HOMO and LUMO: 0.287 Ha
E_LUMO: 0.09 eV
charge: 0
E_HOMO: -7.722 eV

CARTESIAN COORDINATES (ANGSTROEM)
C1 3.050 0.018 -0.247
C2 -2.049 -0.178 -1.329
C3 -0.598 1.809 0.833
C4 -1.366 -1.136 1.665
C5 1.813 -0.598 -0.915
Si1 -0.790 -0.068 0.235
I1 1.539 -0.199 -3.015
H1 3.201 1.093 -0.329
H2 3.975 -0.525 -0.538
H3 2.825 -0.208 0.814
H4 -3.084 -0.306 -1.002
H5 -2.066 0.667 -2.008
H6 -1.815 -1.009 -1.977
H7 -0.058 2.407 0.202
H8 -1.643 2.279 0.913
H9 -0.118 1.725 1.748
H10 -0.839 -1.113 2.577
H11 -2.405 -0.807 1.900
H12 -1.635 -2.177 1.317
H13 2.063 -1.673 -0.844

Mulliken atomic charge list, values in e, 6 entries: -0.980 -1.155 -1.031 -1.012 -0.622 0.595

Bottom line: <2>, by a margin of 14.8 kcal/mol.